The following is a DFT calculation (ωB97M-V/def2-TZVPD) of C56H143BN13O21Pb as an isolated structure at a distorted geometry.

Summary:
charge	+2
LUMO level (alpha / beta)	-5.033 / -8.566	eV
frontier orbital gap (alpha / beta)	6.265 / 2.731	eV
spin multiplicity	2
HOMO level (alpha / beta)	-11.30 / -11.30	eV
electronic energy	-128664.8903	eV

```
235
C56H143BN13O21Pb | the Open Molecules 2025 dataset | ωB97M-V/def2-TZVPD
C 4.18231 -1.51455 -2.63110
H -10.20439 -2.72833 0.21177
C -0.86962 9.38264 0.12538
H 1.12559 3.82261 -3.06772
H -3.12063 7.80696 0.31452
Pb 2.23507 -4.44430 -3.57402
H 2.90224 1.61761 -2.53143
H -2.42401 5.43784 -4.01649
H -5.11852 -1.68227 -3.28248
N 0.81448 -2.31828 4.62715
H 7.55551 1.85158 3.74495
H -7.72393 -0.54358 -2.18609
C 0.75187 -1.91933 -1.10903
H 3.77487 5.02206 1.50272
H -0.17822 -7.14708 -1.24721
H -2.98003 -0.25952 1.29881
O 1.46862 -6.81459 -2.52303
C 5.37237 0.22023 3.28808
H -2.00170 1.19018 1.03180
H -1.09300 -3.10879 -7.67454
O -1.17552 -4.08897 5.55280
C 3.09134 2.19033 -3.43936
H 1.98679 -8.26863 -1.12805
H 1.60558 -2.93163 4.49284
C 3.44856 4.03426 4.61079
C -1.05528 7.84155 -0.18822
O -6.38124 -2.34290 -1.04050
H -4.61629 -1.23843 -0.93041
H -4.77173 3.10091 -0.14588
H 0.14593 1.70622 7.40568
H -0.75579 -6.03974 6.00678
H 3.52283 4.00342 7.43477
H 2.38509 -0.09051 9.90624
H -9.01666 -2.43199 -1.61596
H 1.88801 4.26525 7.70485
H -0.41341 -7.57244 -2.92600
H -6.09349 -1.96483 -4.75504
H 7.20117 -3.45900 1.53804
H 2.26148 -0.02341 -6.88110
H 2.44594 5.54728 5.68726
H -2.75111 12.00628 -0.55591
O 3.40882 -2.21979 -3.55646
H -4.02187 3.37554 1.10558
C -5.44681 1.31993 1.47650
C -2.14631 -2.06567 -6.08221
C -2.76732 0.31455 -2.77131
O -1.97529 10.17423 -0.31304
H -7.95574 1.10932 1.98439
H -2.64156 -6.01749 -1.78992
H -0.91443 -1.92705 3.68851
H -4.97822 -1.87454 0.64555
H -1.17967 -0.99254 -4.66814
H -4.42472 -2.88087 -0.74598
H -2.04810 -5.31009 6.98180
H 0.53084 -2.50848 -5.21273
H -2.45033 -6.50190 -3.52698
C 2.29240 -1.87934 -5.75336
C -2.05956 1.31902 -3.67825
H 5.80649 -5.40846 -0.14551
O 5.73644 1.01879 4.44405
C -2.23225 -5.75355 -2.76506
C -0.68371 -5.49875 -2.62065
H -5.29166 1.93208 2.36493
H -7.30662 -1.21749 0.61397
H 0.22862 -0.38904 8.89359
H 1.52180 -8.99413 -2.65489
C -2.99017 0.83028 1.31727
O 0.52836 1.23537 -0.40951
C 7.30149 -3.24859 0.47325
O 1.94822 1.85355 -4.23236
H 2.93843 -5.13765 1.07241
H 4.03082 1.89372 -3.90573
H -10.67064 -1.42093 -0.54873
H -8.34742 0.32214 -0.80975
H -1.66665 11.81441 0.84337
H 3.56174 -0.16453 5.16581
O -4.21947 -2.83598 -4.89985
H 0.98295 2.15832 -5.98813
H 1.08382 -3.29399 -6.46032
C -8.76715 -1.76174 -0.79339
C -1.89074 -3.30432 -6.95796
O -0.79372 -0.80181 0.20575
H 1.03812 -2.15360 1.94683
C -1.63623 -5.39786 5.97644
N 1.89390 4.20446 -2.53481
H -0.94715 5.15766 -3.02892
H 5.21795 -2.07075 1.85861
C -1.82166 11.55812 -0.20467
C 0.84469 2.16587 0.43986
H 1.73859 3.88555 -1.58916
H -3.69115 -0.86713 -5.15910
H 3.04397 -0.32426 -4.54406
O 1.16249 2.13774 2.87306
C 6.55020 2.12650 4.06410
N 1.12782 4.03635 5.10442
O 0.98021 3.36635 0.14661
H 1.14697 3.08476 4.76648
N -3.88903 2.83200 0.26474
H -1.66862 -0.05131 4.63403
N -9.94907 -1.76139 0.07056
H 1.25807 -3.74814 2.56207
C 4.56920 -1.06064 3.70532
H 4.45965 4.15918 4.99832
C 4.31855 4.03400 -2.15258
H -0.41303 -5.75353 -4.62226
H 6.69511 2.77889 4.92519
N 1.79747 -1.17209 7.77972
H 4.05061 -2.96855 2.71577
H 4.17030 3.69685 -1.12668
H 2.05680 -5.27598 -0.38995
H 2.60423 2.72971 6.87892
N -0.24660 -5.03232 -3.93505
H -2.19220 7.14458 1.59125
H 1.34049 0.96811 6.38837
C -1.14972 0.63873 5.29937
C 4.04388 -4.51344 -0.70803
H 7.72952 -2.24703 0.43130
H -3.01197 3.14314 -2.89480
H -2.54895 1.33006 -4.65215
H -2.37649 -5.83019 5.30323
H 1.74270 -1.13165 -3.74459
H 4.63048 0.78243 2.72095
H 1.26425 -1.52416 4.19450
C -4.17228 1.40986 0.55234
H -2.42974 6.14079 0.15234
C -7.45110 -2.04118 -0.08514
C -5.33908 -2.38239 -4.08827
C 0.93527 1.51474 1.83168
H -2.78192 -4.90835 -3.17932
C 1.98014 -8.11252 -2.20680
N 3.28319 -0.68678 4.34741
H 1.03089 4.45554 4.19065
C -1.44940 4.95161 -3.97412
N -1.31647 -1.97544 -4.85600
C 1.90560 0.67938 9.30171
H -0.89833 -4.29919 -4.17564
H -0.18431 -3.36397 1.52341
H 4.14903 3.44082 2.21163
C 2.55514 3.81479 6.96992
H 3.56795 -1.03404 -1.86967
H 1.31642 1.38780 9.88402
H 4.87473 -2.18094 -2.11673
H 3.68575 -3.49470 -0.85641
N 0.11139 7.12119 0.17882
H 1.59323 3.62358 -5.43984
H 6.06928 2.69598 3.26878
C -0.74246 -1.78328 -0.74840
N -0.78755 0.79741 -4.01466
H -3.04774 1.06165 2.38088
H -4.26065 0.79044 -0.34019
H -0.96426 11.94402 -0.75608
H 7.99922 -3.90208 -0.05041
H 4.80323 -0.72212 -3.04895
C -5.08662 -2.07869 -0.41966
N 1.36108 -2.98076 -5.54101
C -7.72899 1.97483 1.36183
O -1.50535 3.57966 -4.20627
H 3.32729 2.99002 4.32276
O -0.39844 -0.09279 6.32227
H 4.27421 5.11015 -1.98518
H -1.87431 -2.19858 -4.04414
H -1.33652 2.87555 -2.33313
H -2.44279 0.39282 -1.73369
C 2.62922 -1.31381 -4.35205
C 0.06442 -6.84770 -2.26682
H -7.74394 2.83594 2.02993
H -0.20570 1.53742 -4.38062
H 2.76705 2.51510 -6.12947
O -1.67155 -2.34173 -1.26949
H -1.19233 7.76652 -1.26696
H -8.56557 2.23179 0.71205
H 5.15216 -4.64655 -2.34729
C 4.33023 -1.94222 2.47792
C 3.13419 3.71832 -3.16731
H -0.42435 0.56166 -3.10219
H 3.44836 -6.41940 -0.01285
H -3.82121 0.55752 -2.63562
C -3.62345 -1.79595 -5.72549
N 4.29131 -5.06285 -2.02216
C 2.42338 4.45978 5.61698
H 6.25217 -0.03985 2.69953
H 0.68949 7.14795 -0.64894
O -6.43967 1.99630 0.69817
H -1.68065 -4.46244 3.52851
O 1.43350 -0.96170 -0.50831
C -0.83289 -4.15196 4.13925
H -0.80662 5.34051 -4.76386
H 2.91365 -0.00664 3.69860
H -2.78620 -3.59624 -7.50663
H 3.28729 -2.10824 -6.13533
C -0.22745 -2.77281 3.65966
H -0.64120 9.60788 1.16710
H -0.07559 9.58511 -0.59340
H -0.06674 6.12889 0.23976
H 2.16902 -1.69518 8.55974
H -9.55172 -0.13995 -2.01827
H 2.95758 -8.17043 -2.68573
H 3.56388 -1.54736 1.81092
B 0.50326 -0.08684 0.25322
H 2.74662 1.15264 8.79492
H 4.59409 -6.02440 -1.96005
H -0.20853 -5.00362 3.86917
O 3.19392 4.90161 3.45793
C 3.05810 -5.40224 0.02181
H -1.88554 -1.20621 -6.69981
H -2.77614 -0.73587 -3.06222
H -1.99918 1.19870 5.69048
O 0.93816 0.24821 1.60014
H -5.73294 -3.23648 -3.53736
H 5.12004 4.81587 2.57905
H 3.23422 4.31418 -4.07453
C 5.29097 -4.47990 0.09970
C 4.08702 4.51024 2.41305
H 1.71934 -1.28269 -7.84081
H 0.66110 -0.43806 -6.64179
H 5.14776 -4.37529 1.17518
C 1.07317 -0.05077 8.29324
H 5.18168 -1.64103 4.39535
O 1.24144 -2.80025 -1.85533
H -1.55020 -4.23360 -6.50127
H 2.65604 -0.77570 7.42500
C 0.52984 0.73937 7.08020
H -4.11739 -1.66143 -6.68779
C -2.26459 7.15929 0.50376
H -5.74283 0.28402 1.64191
C 1.87133 2.57206 -5.51096
C 1.62792 -0.90835 -6.82119
O 6.06035 -3.33286 -0.22345
H 5.26000 3.71068 -2.59667
H -7.43660 -2.78557 0.71096
H -0.42238 -4.77224 -1.85124
C 0.48648 -3.02036 2.31085
C -8.60673 -0.42746 -1.55738
H -0.67066 1.38470 4.66523
C -2.03046 2.75346 -3.16478
```

Atom charges from the Löwdin analysis, given in e for atoms 1 to 2: C -0.08; H 0.07